(1)
{
  "formula": "C11H13NO",
  "method": "ωB97M-V with the def2-TZVPD basis set",
  "spin_multiplicity": 1,
  "lumo_energy_ev": 0.54,
  "e_homo_ha": -0.3051,
  "de_lowest_kj_mol": 256.8,
  "total_charge": 0,
  "species": ["C", "O", "H", "H", "C", "H", "C", "H", "C", "H", "H", "H", "C", "H", "H", "C", "H", "C", "N", "H", "H", "C", "C", "C", "H", "C"],
  "coordinates": [[-1.46227, 1.57702, 0.09361], [-0.23604, -2.80753, 0.09347], [1.77933, -2.07592, 0.81457], [3.02509, 0.85827, -1.44410], [-3.17483, -0.77130, -0.03928], [2.40221, -2.04955, -0.80079], [-0.99816, 0.31096, -0.00481], [-4.69456, 0.81153, -0.04785], [-2.89650, 1.63585, -0.02381], [1.70208, -0.15915, 2.12791], [3.37616, -1.49307, 0.61818], [1.44309, 1.55264, -1.54512], [2.35974, -1.53389, 0.17832], [1.76851, 0.12027, -2.33146], [2.85498, 1.03682, 1.15884], [1.56816, -0.24338, -0.09866], [-3.28745, 2.56605, -0.00829], [-0.56820, -1.66690, 0.04982], [0.16342, -0.48406, -0.12721], [-3.62139, -1.73829, -0.01159], [-1.05392, 2.57133, 0.10065], [-1.83430, -0.84133, 0.05311], [1.85995, 0.49972, 1.24501], [2.05521, 0.54008, -1.35798], [1.15528, 1.23169, 1.29202], [-3.68557, 0.55212, 0.01545]]
}

=====

(2)
{
  "formula": "C11H13NO",
  "method": "ωB97M-V with the def2-TZVPD basis set",
  "smiles": "CN[C@@H]1C[C@H]2O[C@@H]1c1ccccc12",
  "spin_multiplicity": 1,
  "lumo_energy_ev": 0.87,
  "e_homo_ha": -0.3165,
  "de_lowest_kj_mol": 263.3,
  "total_charge": 0,
  "species": ["C", "C", "C", "O", "C", "C", "H", "H", "H", "H", "H", "N", "C", "H", "C", "H", "C", "H", "H", "H", "H", "H", "H", "C", "C", "C"],
  "coordinates": [[-2.64783, 1.29599, 0.32540], [-0.05473, -2.01630, -0.27990], [-1.23858, -1.01653, -0.15885], [0.20941, -2.01274, 1.13075], [-2.34520, -0.73193, -0.93111], [2.54226, 1.62334, -0.70670], [3.49502, 1.69153, -0.22805], [2.53715, 1.52223, -1.77119], [-1.17242, 1.53492, 1.99709], [2.03081, -2.07827, -0.88490], [-3.27599, 2.24770, 0.43247], [1.44010, 1.06643, 0.01063], [-1.56161, 0.95302, 1.18682], [2.24013, 2.64935, -0.51646], [0.45611, -0.71119, 1.42059], [2.41903, -0.70284, 0.91376], [-0.84913, -0.18249, 0.87605], [1.32510, 1.54911, 0.99374], [-4.04119, 0.58785, -1.08618], [0.74392, -0.41502, 2.51605], [-0.19530, -3.03146, -0.69121], [1.02252, -0.98525, -1.78381], [-2.67138, -1.43600, -1.71183], [-3.11725, 0.33186, -0.59060], [1.47600, -0.31256, 0.34568], [1.23305, -1.42076, -0.80824]]
}

=====

(3)
{
  "formula": "C11H14BCl8F6NO3",
  "method": "ωB97M-V with the def2-TZVPD basis set",
  "smiles": "[H]/N=C/CBC(=O)C(F)(F)C(F)(F)C(F)(F)C(=O)O.ClCCl.ClCCl.ClCCl.ClCCl",
  "spin_multiplicity": 1,
  "lumo_energy_ev": -1.24,
  "e_homo_ha": -0.3699,
  "total_charge": 0,
  "species": ["Cl", "H", "Cl", "O", "C", "C", "H", "H", "Cl", "H", "F", "H", "N", "Cl", "H", "O", "C", "H", "Cl", "Cl", "C", "F", "H", "Cl", "B", "H", "F", "H", "C", "C", "F", "H", "O", "C", "C", "C", "H", "H", "F", "F", "C", "Cl", "C", "H"],
  "coordinates": [[5.33834, -0.03557, 1.80090], [0.85423, -3.61059, 4.38387], [-5.44369, 1.02883, 4.66042], [-3.40883, -2.66074, 0.78643], [-3.25441, -0.46412, -0.29644], [-3.26029, -2.07056, -0.31747], [2.80573, 1.04992, -0.51253], [-3.42782, -2.34282, -2.26518], [1.88266, -2.91420, 2.37509], [3.41880, -1.42183, -0.72987], [-1.17618, 2.06489, 0.37639], [2.12004, -1.67883, -2.06474], [0.86886, -3.34399, -0.34083], [1.88245, -1.56951, 4.96574], [7.00699, 0.32568, 0.17324], [0.35145, 1.75128, -2.05683], [1.79629, -3.12548, 4.13198], [-4.99379, 1.11900, 2.34776], [-7.05055, 2.25305, 2.55620], [2.57379, 4.94107, -4.54319], [0.46788, 0.97119, -1.05867], [-4.44631, -0.03403, -0.99779], [0.39418, -3.66170, 0.52585], [-0.25084, 5.32274, -5.16433], [1.92956, 0.30072, -0.81849], [1.27674, -1.80442, 1.09518], [-1.44231, -0.59720, -2.08112], [1.03671, 3.35843, -5.37735], [0.98672, 4.16911, -4.65197], [5.95707, 0.59769, 0.27079], [-0.57781, -0.06466, 1.02420], [5.85485, 1.68209, 0.26912], [-3.14466, -2.87644, -1.47485], [-2.02041, 0.22469, -1.05796], [-5.41983, 1.80851, 3.07410], [2.29704, -1.27318, -1.00311], [2.62986, -3.74747, 4.45632], [0.71811, 3.77264, -3.67384], [-2.54847, 1.37521, -1.74274], [-3.43033, -0.01614, 1.04340], [1.43012, -2.19403, -0.00711], [5.06152, -0.06549, -1.10179], [-0.83449, 0.74790, -0.11003], [-4.80900, 2.70833, 3.13121]]
}

=====

(4)
{
  "formula": "C11H14BEuN7S",
  "method": "ωB97M-V with the def2-TZVPD basis set",
  "s2": 15.781,
  "spin_multiplicity": 8,
  "lumo_energy_ev": [-1.13, -1.72],
  "e_homo_ha": [-0.1396, -0.2745],
  "de_lowest_kj_mol": 518.5,
  "total_charge": 0,
  "species": ["H", "B", "C", "H", "H", "C", "N", "C", "N", "C", "H", "H", "Eu", "H", "N", "N", "H", "H", "H", "H", "H", "C", "S", "C", "C", "C", "H", "C", "H", "N", "C", "N", "C", "H", "N"],
  "coordinates": [[0.57842, 4.59299, 0.75926], [0.58199, 0.61377, -1.86811], [-2.85416, -0.71546, -2.56249], [-1.55477, 0.65806, -3.78983], [3.21767, -0.06861, -2.90674], [-2.05968, 0.53777, 3.70338], [0.17993, 1.34778, 0.51413], [0.69936, 3.04986, -0.83198], [0.43845, -1.53672, 4.46185], [2.88993, -0.64026, -2.04968], [-3.77653, -0.82094, -3.10723], [-0.03506, 2.43168, 2.32003], [-0.29154, -2.76003, 0.37790], [-3.09278, 0.45450, 4.05657], [0.50888, 1.71334, -0.76292], [1.68526, -0.41160, -1.48801], [4.47826, -2.11031, -1.56622], [-1.80948, 1.59360, 3.57211], [-1.36003, 0.05326, 4.37106], [0.96071, 3.52730, -1.76635], [0.85029, 1.12527, -2.91654], [-1.74210, 0.04183, -2.92306], [-0.03458, -3.89165, 2.95083], [0.50013, 3.57167, 0.44867], [2.59940, -2.08776, -0.37046], [0.25499, -2.50614, 3.81067], [-3.10551, -1.98847, -0.70184], [0.19578, 2.45201, 1.26103], [-1.95994, 0.02568, 2.73948], [1.47427, -1.33535, -0.47074], [-2.52420, -1.32641, -1.33762], [-1.26647, -0.95828, -0.98155], [3.50950, -1.68500, -1.36863], [2.67163, -2.86951, 0.38147], [-0.80802, -0.07786, -1.95845]]
}

=====

(5)
{
  "formula": "C11H14BN6OSeTl",
  "method": "ωB97M-V with the def2-TZVPD basis set",
  "spin_multiplicity": 1,
  "lumo_energy_ev": -1.84,
  "e_homo_ha": -0.3090,
  "de_lowest_kj_mol": 0.0,
  "total_charge": 0,
  "species": ["C", "H", "C", "C", "N", "H", "H", "C", "H", "C", "H", "O", "H", "N", "H", "H", "H", "C", "B", "H", "Se", "Tl", "C", "C", "C", "C", "H", "N", "C", "N", "H", "H", "N", "H", "N"],
  "coordinates": [[-5.91297, 10.38927, 2.85611], [-10.39384, 8.27364, 3.21756], [-9.81318, 13.02697, 0.30932], [-11.70728, 12.00256, -0.94956], [-10.60320, 13.39291, 1.33599], [-13.50646, 12.12207, 0.15187], [-10.77071, 8.42013, 5.21157], [-10.33486, 12.32804, -0.89583], [-3.60984, 9.39740, 3.30273], [-4.35620, 8.56407, 3.25603], [-5.53487, 7.97972, 0.28914], [-4.79510, 6.65044, 1.77633], [-12.07661, 9.15559, 3.97643], [-8.47658, 13.27601, 0.24912], [-12.06139, 11.49930, -1.82369], [-2.95251, 6.92002, 2.59694], [-12.52072, 13.46383, 1.97855], [-10.19656, 10.33845, 3.93296], [-10.90849, 8.97800, 4.05298], [-4.47015, 8.06616, 4.23195], [-7.84702, 12.49789, -1.25757], [-8.15233, 13.12371, 2.95607], [-5.85298, 7.34208, 1.11580], [-11.87853, 13.08526, 1.20630], [-3.81699, 7.55200, 2.20343], [-12.45910, 12.39778, 0.12146], [-7.45718, 8.71228, 1.65193], [-5.66645, 9.09547, 2.80197], [-6.63868, 8.15926, 2.16835], [-9.44750, 11.89995, -1.81787], [-6.44388, 6.56160, 0.64365], [-3.45386, 8.09863, 1.32082], [-6.22099, 11.51610, 2.86815], [-6.98595, 7.53809, 3.00337], [-9.69142, 11.36360, 3.71327]]
}

=====

(6)
{
  "formula": "C11H14BN7PtS",
  "method": "ωB97M-V with the def2-TZVPD basis set",
  "s2": 6.058,
  "spin_multiplicity": 5,
  "lumo_energy_ev": [-17.82, -17.62],
  "e_homo_ha": [-0.7479, -0.7456],
  "de_lowest_kj_mol": 111.9,
  "total_charge": 4,
  "species": ["C", "C", "H", "B", "S", "H", "C", "H", "H", "C", "N", "N", "H", "H", "N", "C", "C", "H", "C", "C", "N", "C", "H", "N", "N", "H", "H", "Pt", "C", "H", "H", "H", "H", "C", "N"],
  "coordinates": [[2.55981, -0.37651, -2.78316], [1.89625, -1.80579, -1.20394], [-3.78913, 1.49218, -2.33042], [1.02890, 1.75774, -1.77045], [-1.15684, -6.18470, 3.32139], [-1.83871, -2.64278, 4.19712], [2.69753, -1.68932, -2.32139], [1.00713, 1.57575, 2.82028], [1.66471, -2.57862, -0.48666], [-1.60314, 1.92906, -2.47497], [-1.05435, 0.71066, -0.74944], [1.26501, -0.61863, -1.02457], [-2.14227, -0.90018, 4.83373], [3.02031, 0.10213, -3.63253], [1.35126, 2.28241, -0.31403], [-2.75398, 1.38316, -1.96907], [-1.59155, -5.21894, 2.17604], [1.35386, 2.52889, -2.63337], [-2.58357, -1.83637, 4.43013], [1.27949, 2.09354, 1.91475], [-1.85681, -4.41033, 1.30416], [1.91785, 3.26381, 1.62777], [2.30585, 3.91344, 2.38017], [1.69330, 0.28707, -1.96269], [0.88131, 1.52019, 0.74809], [3.28185, -2.52854, -2.68010], [-1.45657, 2.58920, -3.32716], [0.16166, -0.18187, 0.59237], [-2.40211, 0.62015, -0.88800], [-2.95988, 0.02391, -0.17622], [-2.57676, -4.44270, 0.59155], [2.36443, 4.15384, -0.35651], [-3.36804, -1.69433, 3.65393], [1.94885, 3.38104, 0.23637], [-0.54564, 1.50143, -1.74319]]
}

=====

(7)
{
  "formula": "C11H14BN7SSn",
  "method": "ωB97M-V with the def2-TZVPD basis set",
  "spin_multiplicity": 1,
  "lumo_energy_ev": -10.13,
  "e_homo_ha": -0.5508,
  "de_lowest_kj_mol": 0.0,
  "total_charge": 2,
  "species": ["H", "H", "H", "C", "H", "B", "C", "H", "C", "H", "H", "N", "H", "S", "N", "N", "H", "C", "C", "C", "N", "C", "H", "C", "C", "H", "H", "N", "N", "H", "H", "C", "N", "C", "Sn"],
  "coordinates": [[-1.07136, 3.02241, 1.15811], [-0.66463, 3.47324, -0.55374], [3.40741, 0.17510, -3.91516], [-1.57733, -3.55016, 0.06370], [0.57449, -4.23750, 0.31531], [1.59651, -1.57445, 0.08577], [-1.24177, 2.80316, 0.09827], [-2.29335, 2.89354, -0.14514], [2.12548, -0.45951, 2.40672], [-0.08025, 1.98366, 2.55805], [1.07211, 1.51857, -3.36928], [1.09569, 0.23894, -1.64438], [-2.18650, -4.42452, 0.14582], [-4.73336, 3.45262, -1.90431], [0.17446, -2.21077, -0.01761], [1.47767, -0.51647, 1.23506], [1.87641, 0.90677, 4.10060], [0.58364, 1.15333, 2.33873], [1.57853, 0.72982, -2.81291], [2.76954, 0.03518, -3.07568], [1.90706, -0.76368, -1.19531], [-4.68602, 3.02709, -0.39558], [3.67665, -1.63694, -1.82632], [1.58428, 0.59160, 3.11941], [-0.19305, -3.48454, 0.15511], [2.43619, -2.39477, 0.32946], [-3.05946, -1.86299, -0.25489], [0.53288, 0.47582, 1.18145], [-4.68715, 2.66349, 0.78181], [2.91089, -1.18161, 2.59912], [-4.08751, 3.05377, 1.52678], [2.93221, -0.88907, -2.03988], [-0.95023, -1.44687, -0.19979], [-2.04589, -2.24656, -0.16096], [-0.75423, 0.68228, -0.68833]]
}

=====

(8)
{
  "formula": "C11H14BN7SeTc",
  "method": "ωB97M-V with the def2-TZVPD basis set",
  "s2": 3.806,
  "spin_multiplicity": 4,
  "lumo_energy_ev": [-10.21, -11.20],
  "e_homo_ha": [-0.5855, -0.5796],
  "total_charge": 2,
  "species": ["C", "C", "H", "H", "H", "N", "N", "B", "C", "H", "H", "N", "N", "Se", "C", "H", "C", "H", "H", "C", "H", "H", "C", "H", "Tc", "H", "C", "H", "C", "N", "N", "N", "H", "C", "C"],
  "coordinates": [[2.74357, 0.40595, 1.17333], [-0.26325, 3.54993, -0.47996], [-4.19853, -2.07280, 1.35429], [2.85303, -2.13566, -0.79264], [-0.24097, 4.61867, -0.52548], [-0.63968, 1.41990, -0.97415], [-1.23674, -0.87565, 0.80754], [-1.11876, 0.06435, -1.55054], [0.28562, 2.76974, 0.53612], [0.03825, -1.18481, -3.96562], [-1.83539, -1.66711, 2.68652], [0.51185, -0.03716, 3.00184], [0.05497, 1.46463, 0.22770], [-0.16454, 0.01774, 5.86118], [0.59467, -1.31429, -3.04996], [-3.76680, -1.07779, -1.18096], [-3.30838, -1.63421, 0.96004], [-1.81755, 0.20971, -2.51081], [3.31622, 0.14130, 2.07818], [1.78777, -1.97227, -2.78106], [2.74707, 1.50664, 1.15044], [-1.33854, 2.86373, -2.33440], [-3.11465, -1.13482, -0.32149], [3.32861, 0.09881, 0.28935], [0.76330, -0.22788, 1.17748], [0.81447, 3.04285, 1.43874], [-2.11386, -1.44975, 1.66292], [2.12510, -1.23392, 1.35991], [0.26129, -0.00915, 4.18239], [1.02434, -1.07371, -0.89125], [0.14637, -0.76533, -1.90611], [-1.85593, -0.67545, -0.40581], [2.41297, -2.50961, -3.46287], [-0.82899, 2.67666, -1.40145], [2.03309, -1.79923, -1.41340]]
}

=====

Calculated total energy, record by record: -556.85441; -556.85194; -5013.41013; -1944.03588; -3430.00881; -1351.21355; -1447.60908; -3317.25248 Ha
M, record by record: 175.23; 175.23; 616.66; 439.13; 540.43; 482.24; 405.87; 432.05 u